# 1
Density functional theory data (wB97M-V/def2-TZVPD) for a molecular structure, C18H18FeN5O2 in a non-equilibrium geometry.

Results
net charge: +1
⟨S²⟩: 6.013
orbital gap (alpha / beta): 7.01 / 6.86 eV
E: -2384.4938 hartree
multiplicity: 5

Positions of all 44 atoms, in Å:
H 2.5333 -2.6905 1.8858
Fe -0.5908 -0.6397 -1.2859
C -3.8180 -0.7959 -0.4377
C -0.1328 2.3263 -0.7031
H -0.8507 -3.2180 1.8967
C 1.3403 2.0069 -0.6613
C 5.3370 -0.3756 -0.9327
C 4.0299 -0.6901 -1.1031
H 3.4419 -0.3155 -1.9451
O 3.4456 -2.4430 2.1351
C -0.8009 3.4990 -0.3986
H 1.6989 1.4297 -1.5083
H 7.0478 -0.6453 0.3380
N -2.1872 2.0815 -1.2734
C 5.3354 -1.5129 1.1664
N -2.5829 -1.2784 -0.2255
C 1.8562 -1.6958 -0.3534
N -0.1367 -2.0568 0.3473
H -3.3046 5.1226 -1.1099
H -4.2362 3.6402 -0.8702
C 3.9758 -1.8527 1.0182
H -3.4359 4.4056 0.4882
H -5.8687 -0.5554 0.1440
H -0.3686 4.4188 -0.0377
H 1.6213 1.4903 0.2572
H -3.3362 -3.1760 2.4085
N 1.1572 -2.3078 0.5585
C -4.7104 -1.9598 1.4418
N -1.0006 1.4243 -1.2119
H 5.8150 -1.7995 2.1214
C -2.4132 -2.1115 0.7972
C -1.0372 -2.5565 1.0680
H -3.9199 -0.2193 -1.3435
C -3.4644 -2.5112 1.5877
C -3.3442 4.1763 -0.5602
H -3.0063 1.6170 -1.6792
H -5.5136 -2.2111 2.1167
H 5.9169 0.2329 -1.6784
O 1.3245 -1.1074 -1.4047
C 5.9935 -0.8430 0.2053
C -4.9006 -1.0553 0.3777
C -2.1270 3.3172 -0.7409
C 3.3042 -1.4896 -0.1365
H 1.9128 2.9252 -0.7585

Results of the Mulliken charge analysis, in e, for atoms 1 through 2: atom 1 (H): 0.444, atom 2 (Fe): 0.589

# 2
Density functional theory data (wB97M-V/def2-TZVPD) for 2 unconnected molecules or ions with the total composition C4H11O2S2 in a non-equilibrium geometry.

Results
net charge: -1
orbital gap: 6.57 eV
ΔE to the lowest compared entry with this formula, charge and spin: 15.8 kcal per mole
E: -1105.8613 hartree

Positions of all 19 atoms, in Å:
C 0.4165 0.2657 2.1746
H -1.2129 -1.4319 0.9145
H 2.2777 0.0226 0.4900
C -0.5187 0.6225 0.9688
H 0.7969 -0.7122 -2.4791
S -2.5640 -0.2175 -0.7844
H 0.1058 0.7538 0.0914
C -1.5962 -0.4337 0.7222
C 0.0237 0.0318 -2.6213
H 0.0935 -0.7191 2.5684
O 2.7027 -0.1600 -0.4586
H 0.0596 0.3028 -3.6820
H 2.1285 -0.8811 -0.7463
H -1.0701 1.5589 1.1018
H -2.4278 -0.3176 1.4218
H 0.3420 0.8774 -2.0248
S -1.5190 -0.9125 -2.4129
H 0.2273 1.0561 2.9340
O 1.7343 0.2938 1.8220

Results of the Mulliken charge analysis, in e, for atoms 1 through 2: atom 1 (C): -0.407, atom 2 (H): 0.413

# 3
Density functional theory data (wB97M-V/def2-TZVPD) for 3 unconnected molecules or ions with the total composition C7H20Cl2O2PS2 in a non-equilibrium geometry.

Results
net charge: +1
orbital gap: 7.71 eV
E: -2486.8953 hartree

Positions of all 34 atoms, in Å:
S -1.6362 2.3627 -1.0995
P -3.2455 -2.2822 1.6818
H -3.7045 -2.8205 0.3952
H -2.6279 0.0544 0.8215
C -2.1036 -0.7619 1.5040
H 5.8015 -1.0051 -0.8361
H -1.3980 1.4893 -3.3134
H -2.7168 -3.3281 2.5531
C -0.5640 -1.0952 1.0496
H 5.1189 -2.6033 -1.2302
C 4.9573 -1.6789 -0.6707
H -2.2035 4.2377 0.2741
H -2.6141 2.7920 -3.2635
C -2.1036 4.0846 -0.8030
C -1.6313 2.4758 -2.9051
Cl -1.9827 0.0274 3.2156
Cl 0.5190 0.1512 1.9709
H -0.3454 -0.8725 -0.1027
H -1.3248 4.7461 -1.1904
H 2.5812 1.1033 -0.2845
C -0.0102 -2.5725 1.4958
H -3.0571 4.3030 -1.2897
H -0.5583 -3.0572 2.4089
S 3.4375 -0.9016 -1.2684
O -2.8018 1.5059 -0.7049
H 4.3633 1.0971 -0.2999
H -4.4638 -1.8076 2.3516
H -0.0433 -3.3352 0.6092
H 1.1232 -2.4212 1.8362
O 2.2936 -1.7860 -0.8712
C 3.4719 0.4929 -0.1163
H -0.8676 3.1884 -3.2250
H 4.8660 -1.9110 0.3932
H 3.4707 0.1281 0.9138

Results of the Mulliken charge analysis, in e, for atoms 1 through 2: atom 1 (S): 0.691, atom 2 (P): 0.065

# 4
Density functional theory data (wB97M-V/def2-TZVPD) for a molecular structure, C17H19BrO3 in a non-equilibrium geometry.

Results
orbital gap: 8.88 eV
ΔE to the lowest compared entry with this formula, charge and spin: 250.9 kcal per mole
E: -3458.5002 hartree

Positions of all 40 atoms, in Å:
C 3.2969 -2.4683 -0.1233
C 2.8917 -1.3050 0.1179
C -4.1658 1.5261 0.0513
H -6.5151 -0.1050 0.3293
H 6.6485 -1.6829 -0.0742
H -0.3070 2.1715 -1.8099
C 2.0823 1.6746 0.5788
C 5.0654 -0.3668 0.0988
C 4.7966 -2.5565 -0.3426
Br 6.1969 1.1756 0.6214
H 1.7914 0.7005 -1.5886
O -1.3897 -1.5743 0.7082
C -4.5633 0.2841 0.4477
O 3.4038 1.1764 0.4294
O -0.6085 0.7570 -0.5477
H 1.4486 0.6873 1.0886
H -2.4341 2.7563 -0.8810
C -5.9947 0.3652 1.0236
C -2.8703 1.6016 -0.2052
C -0.8961 -2.1887 -0.3221
H -6.5481 1.2290 1.0321
H -6.1283 -0.2641 1.9628
C 1.4677 1.9661 -0.8646
C -3.6459 -0.6223 0.7717
H -0.3138 -2.9188 0.0125
H -0.3631 -1.4660 -0.7380
H -4.0084 -1.5005 1.0878
C -1.9120 0.7096 -0.2742
C 5.5606 -1.5805 0.0394
H -1.8241 -2.5229 -0.9508
H 4.9941 -3.6058 -0.3179
H 1.8755 -0.9583 0.1126
C 0.0524 1.9071 -0.8829
H -0.3411 2.7248 -0.0711
C -2.2114 -0.4078 0.4037
H -4.8092 2.4185 -0.3065
H 2.0822 2.7043 1.0409
C 3.6721 -0.1222 0.3945
H 2.6265 -3.0465 -0.6016
H 1.8965 2.7274 -1.4509

Results of the Mulliken charge analysis, in e, for atoms 1 through 2: atom 1 (C): -0.407, atom 2 (C): 0.599

# 5
Density functional theory data (wB97M-V/def2-TZVPD) for C5H11N3 in the gas phase in a non-equilibrium geometry.

Results
orbital gap (alpha / beta): 7.09 / 8.62 eV
ΔE to the lowest compared entry with this formula, charge and spin: 108.2 kcal per mole
E: -361.2169 hartree

Positions of all 19 atoms, in Å:
C -2.2774 -0.0578 -0.3820
H -2.4699 0.8345 -0.9799
C 0.8955 -1.7567 0.5101
H -1.1481 2.6396 -0.0272
N 1.6869 -0.6000 0.3816
H -2.8460 0.0357 0.5461
H 0.6368 -1.9496 1.5558
H -2.6126 -0.9417 -0.9166
H 2.1531 -1.1998 -1.6335
H -1.5243 1.9187 1.5441
H 2.1913 0.5464 -1.2696
N -0.2633 -1.3538 -0.3012
C -0.7972 -0.1638 -0.0454
N -0.0959 0.8539 0.3678
H 1.3170 -2.6580 0.0484
C 2.3821 -0.4520 -0.8658
H 3.4528 -0.4786 -0.6236
H 0.0400 2.7068 1.2765
C -0.7208 2.0763 0.8144

Results of the Mulliken charge analysis, in e, for atoms 1 through 2: atom 1 (C): -1.102, atom 2 (H): 0.304

# 6
Density functional theory data (wB97M-V/def2-TZVPD) for a molecular structure, C3H3O4 in a non-equilibrium geometry.

Results
net charge: -1
orbital gap (alpha / beta): 8.86 / 8.79 eV
ΔE to the lowest compared entry with this formula, charge and spin: 112.4 kcal per mole
E: -416.9497 hartree

Positions of all 10 atoms, in Å:
O 0.3428 1.1574 1.9852
O 0.8803 1.8111 3.4502
H -0.5818 -0.6204 0.6355
C 0.3154 1.3182 0.7240
C 0.7200 2.5061 -0.0698
O -0.1051 3.4132 0.2043
H -0.3188 0.1066 -1.0396
C 0.0193 -0.0135 0.0004
H 1.0005 -0.4234 -0.2426
O 1.5379 2.4598 -0.9634

Results of the Mulliken charge analysis, in e, for atoms 1 through 2: atom 1 (O): -0.357, atom 2 (O): -0.420